Entry from OMol25: a molecular structure, C43H49I2N4O4ScSe2Te at a distorted geometry (ωB97M-V/def2-TZVPD).

## Properties
LUMO energy	-0.067	eV
HOMO-LUMO gap	0.2480	Ha

Positions of all 106 atoms, in Å:
I1 0.903 0.824 3.901
I2 -1.816 2.495 2.251
Te1 4.254 2.862 0.233
Se1 -0.755 -3.415 -1.130
Se2 2.110 -1.522 0.803
Sc1 -0.051 -0.874 -0.550
O1 -0.047 -3.720 1.989
O2 3.394 -5.789 -0.817
O3 -4.924 -1.499 0.157
O4 -1.663 -0.344 -1.435
N1 1.394 -0.897 -2.492
N2 0.154 1.672 -0.928
N3 3.262 -1.128 -3.619
N4 -1.373 -0.916 1.268
C1 4.484 2.827 -2.842
C2 -3.718 -1.760 -3.243
C3 -3.579 -2.702 -4.247
C4 -3.255 2.912 -1.247
C5 -0.309 5.307 -3.668
C6 5.784 1.308 -4.182
C7 1.469 2.339 -0.926
C8 -2.875 -2.010 3.092
C9 4.892 2.171 -1.684
C10 -3.483 -3.322 2.579
C11 -4.483 -3.486 -1.750
C12 -4.580 2.580 -1.041
C13 -3.988 -1.007 3.438
C14 1.217 -1.863 -3.463
C15 -4.161 -2.148 -1.980
C16 4.921 2.390 -4.086
C17 0.711 -4.730 -0.741
C18 -3.886 -4.033 -4.005
C19 -2.233 1.955 -1.307
C20 2.635 -5.752 0.384
C21 2.372 1.820 0.172
C22 1.084 -4.534 1.797
C23 1.720 -4.515 0.388
C24 2.369 -2.016 -4.170
C25 -3.930 0.247 -1.061
C26 -2.569 0.577 -1.273
C27 -0.639 4.891 -0.948
C28 -0.617 3.802 -1.815
C29 -0.502 6.179 -1.443
C30 -0.012 2.678 3.389
C31 -0.451 4.017 -3.178
C32 2.626 -3.300 0.116
C33 -0.330 6.391 -2.804
C34 -2.046 -1.417 2.048
C35 -0.833 2.398 -1.327
C36 -4.349 -4.423 -2.757
C37 -5.631 3.655 -0.934
C38 2.635 -0.482 -2.621
C39 -4.889 1.232 -0.909
C40 -1.966 -2.270 4.304
C41 -4.355 -1.178 -0.871
C42 5.750 1.081 -1.786
C43 6.200 0.654 -3.029
H1 -2.996 3.960 -1.310
H2 0.278 -2.373 -3.589
H3 1.361 3.416 -0.798
H4 -4.092 -3.756 3.373
H5 1.935 2.177 -1.905
H6 -1.150 -2.935 4.024
H7 -5.909 0.926 -0.702
H8 -3.761 -4.766 -4.792
H9 3.297 -5.703 1.260
H10 2.596 0.761 0.069
H11 3.122 0.274 -2.031
H12 3.604 -3.469 0.564
H13 -5.407 4.332 -0.108
H14 0.823 -5.578 2.034
H15 0.696 3.226 2.780
H16 -0.185 5.465 -4.732
H17 2.760 -3.170 -0.958
H18 -6.619 3.227 -0.771
H19 -3.568 -0.057 3.774
H20 -3.228 -2.395 -5.225
H21 3.828 3.686 -2.776
H22 3.992 -6.539 -0.775
H23 -0.537 7.020 -0.764
H24 -0.451 3.172 -3.856
H25 -1.538 -1.340 4.676
H26 4.205 -0.953 -3.916
H27 2.623 -2.674 -4.981
H28 1.923 1.964 1.157
H29 -5.662 4.251 -1.848
H30 -0.248 3.216 4.296
H31 -4.593 -5.460 -2.570
H32 -0.670 -3.895 1.261
H33 2.018 -6.655 0.474
H34 -4.842 -3.769 -0.770
H35 0.181 -5.670 -0.580
H36 -2.558 -2.724 5.100
H37 -0.221 7.397 -3.187
H38 6.138 0.983 -5.153
H39 -4.599 -1.423 4.240
H40 1.259 -4.808 -1.678
H41 -0.788 4.730 0.113
H42 1.828 -4.198 2.524
H43 -3.490 -0.721 -3.440
H44 -4.115 -3.130 1.713
H45 6.902 -0.169 -3.092
H46 -2.706 -4.034 2.304
H47 4.608 2.920 -4.977
H48 6.066 0.559 -0.891
H49 -4.616 -0.827 2.568

Atom charges from the Löwdin analysis, given in e for atoms 1 to 8:
1. I 0.7748
2. I 0.8507
3. Te 1.2615
4. Se 0.6503
5. Se 0.5680
6. Sc 0.4868
7. O -0.1487
8. O -0.0532

Entry from OMol25: 11 unconnected molecules or ions with the total composition C24H48Cl6F12N3O10 at a distorted geometry (ωB97M-V/def2-TZVPD).

## Properties
LUMO energy	-3.633	eV
total charge	+1
HOMO-LUMO gap	0.1104	Ha

Positions of all 103 atoms, in Å:
Cl1 8.208 1.084 4.828
Cl2 6.939 -6.390 -0.530
Cl3 -3.787 2.126 6.092
Cl4 10.633 -1.200 3.744
Cl5 4.707 -6.711 1.930
Cl6 -4.513 -1.034 5.375
F1 -3.896 -7.299 -4.443
F2 4.146 3.262 10.040
F3 2.173 2.827 10.558
F4 -4.599 -9.213 -3.717
F5 -0.853 2.772 -8.721
F6 1.140 3.072 -7.850
F7 -0.720 3.057 -6.607
F8 2.482 4.596 9.489
F9 -8.079 3.798 -6.221
F10 -6.114 4.437 -6.820
F11 -7.515 5.865 -5.959
F12 -5.648 -7.420 -3.176
O1 -3.651 -8.394 -1.178
O2 -5.815 5.137 -3.851
O3 -6.801 3.056 -4.123
O4 2.667 0.518 0.073
O5 -0.054 2.435 0.485
O6 -1.269 0.490 -7.400
O7 -2.573 -6.719 -2.338
O8 2.054 1.443 8.283
O9 2.823 3.224 7.096
O10 1.093 0.442 -7.260
N1 -1.883 6.936 -1.142
N2 3.626 4.364 2.015
N3 4.843 0.547 -3.966
C1 5.404 -5.158 1.409
C2 -6.196 2.495 -3.005
C3 -3.577 -7.698 -2.217
C4 0.013 1.055 -7.433
C5 -1.576 -1.328 -6.027
C6 -2.664 -5.226 -0.444
C7 7.950 -0.578 4.534
C8 9.225 -1.409 4.876
C9 5.768 -5.161 -0.121
C10 -3.793 0.133 4.207
C11 2.892 3.360 9.589
C12 -0.079 2.572 -7.668
C13 -4.315 1.553 4.550
C14 -6.503 4.317 -4.512
C15 -1.394 -0.925 -7.427
C16 1.243 0.150 0.099
C17 2.600 2.684 8.194
C18 -4.445 -7.897 -3.410
C19 -6.911 2.797 -1.743
C20 -7.043 4.597 -5.932
C21 1.787 0.545 7.203
C22 -1.835 -6.276 -1.221
C23 0.169 1.240 -0.272
C24 1.276 -0.808 7.646
H1 -2.335 -1.187 -7.911
H2 -4.025 2.354 3.870
H3 1.220 -0.673 -0.616
H4 6.087 -4.208 -0.543
H5 -5.119 2.654 -2.975
H6 -1.564 -7.117 -0.583
H7 0.944 -0.440 0.966
H8 -0.755 0.667 -0.343
H9 -1.818 7.755 -0.555
H10 3.913 5.109 1.396
H11 4.600 0.414 -2.995
H12 7.174 -0.867 5.243
H13 -3.614 -5.716 -0.225
H14 4.113 0.277 -4.610
H15 1.214 1.105 6.464
H16 1.015 -1.362 6.744
H17 4.815 -5.363 -0.609
H18 -1.906 -2.367 -6.015
H19 -5.403 1.492 4.588
H20 -1.103 7.040 -1.776
H21 4.777 -4.299 1.649
H22 3.707 4.481 3.015
H23 -6.854 3.811 -1.349
H24 -6.320 1.421 -3.144
H25 2.624 4.276 1.922
H26 4.979 1.537 -4.114
H27 7.511 -0.687 3.542
H28 0.236 1.617 -1.293
H29 2.643 0.335 6.561
H30 6.298 -5.035 2.020
H31 -7.943 2.493 -1.918
H32 -6.514 2.092 -1.012
H33 -0.628 -1.326 -5.490
H34 -2.746 6.853 -1.659
H35 1.977 -1.269 8.341
H36 5.621 -0.034 -4.245
H37 -2.833 -4.285 -0.967
H38 -2.713 -0.017 4.192
H39 -4.183 -0.141 3.227
H40 -0.897 -5.831 -1.553
H41 0.312 -0.824 8.154
H42 9.091 -2.484 4.994
H43 3.991 3.491 1.664
H44 -0.529 -1.191 -8.035
H45 9.543 -1.088 5.868
H46 -2.302 -0.758 -5.446
H47 -2.268 -4.965 0.537
H48 -1.794 6.116 -0.560

Atom charges from the Löwdin analysis, given in e for atoms 1 to 8:
1. Cl 0.5860
2. Cl 0.5570
3. Cl 0.5606
4. Cl 0.4925
5. Cl 0.5358
6. Cl 0.5122
7. F 0.1901
8. F 0.1744

Entry from OMol25: a molecular structure, C14H32BiN5O2S2 at a distorted geometry (ωB97M-V/def2-TZVPD).

## Properties
LUMO energy	-6.998	eV
total charge	+2
HOMO-LUMO gap	0.2586	Ha

Positions of all 56 atoms, in Å:
Bi1 0.844 0.059 0.604
S1 2.909 0.772 2.540
S2 -0.094 2.775 -0.063
O1 1.957 -0.477 -1.401
O2 -0.265 -0.690 -1.355
N1 -2.474 1.786 -0.644
N2 -0.052 -0.437 2.960
N3 1.771 -2.108 1.342
N4 0.721 -3.636 -2.600
N5 -1.489 2.897 -2.453
C1 0.246 0.770 3.802
C2 -2.723 3.455 -3.029
C3 0.763 -2.753 2.334
C4 -3.133 2.196 0.628
C5 -0.231 3.136 -3.177
C6 3.216 -2.009 1.770
C7 0.853 -0.756 -2.004
C8 0.813 -1.306 -3.407
C9 3.587 -0.966 2.812
C10 -3.155 0.694 -1.389
C11 1.720 1.218 3.820
C12 0.081 -2.637 -3.560
C13 -1.429 2.509 -1.133
C14 0.413 -1.748 3.478
H1 2.164 1.064 4.815
H2 -0.145 -2.891 1.712
H3 4.666 -0.853 2.864
H4 1.318 -1.628 4.079
H5 -4.058 1.056 -1.874
H6 -2.528 0.316 -2.182
H7 -0.400 -2.264 4.112
H8 -3.388 -0.103 -0.664
H9 0.027 0.653 4.905
H10 -4.238 2.501 0.494
H11 -2.580 4.423 -3.472
H12 1.721 2.345 3.669
H13 -0.395 3.854 -3.979
H14 -3.400 3.515 -2.171
H15 3.818 -1.883 0.843
H16 0.079 2.149 -3.673
H17 -0.070 -3.106 -4.541
H18 -0.926 -2.463 -3.063
H19 1.123 -3.725 2.708
H20 0.033 -4.377 -2.375
H21 0.470 3.491 -2.451
H22 -2.547 2.981 1.146
H23 -1.081 -0.415 2.813
H24 -0.341 1.678 3.519
H25 -3.050 2.737 -3.828
H26 1.749 -2.738 0.492
H27 1.834 -1.377 -3.861
H28 3.540 -3.027 2.121
H29 -3.156 1.317 1.271
H30 3.168 -1.232 3.806
H31 0.260 -0.593 -4.083
H32 1.485 -4.149 -3.032

Atom charges from the Löwdin analysis, given in e for atoms 1 to 8:
1. Bi 1.7958
2. S 0.8556
3. S 0.5725
4. O -0.1635
5. O -0.2094
6. N -0.2305
7. N -0.2086
8. N -0.1989

Entry from OMol25: 2 unconnected molecules or ions with the total composition H4N3P at a distorted geometry (ωB97M-V/def2-TZVPD).

## Properties
LUMO energy (alpha / beta)	0.296 / 0.326	eV
HOMO-LUMO gap (alpha / beta)	0.3153 / 0.2882	Ha

Positions of all 8 atoms, in Å:
P1 0.712 -1.608 1.047
N1 -0.082 0.945 0.417
N2 0.156 -0.166 0.585
N3 -0.980 1.213 -1.384
H1 1.793 -1.244 2.017
H2 1.437 -1.584 -0.014
H3 -1.573 0.487 -1.651
H4 -1.464 1.957 -1.017

For each atom in turn, the Löwdin charge in e is:
1. P 0.7810
2. N 0.0938
3. N -0.4636
4. N -0.0262
5. H -0.0833
6. H -0.1504
7. H -0.0656
8. H -0.0858

Entry from OMol25: 4 unconnected molecules or ions with the total composition C24H20F4 at a distorted geometry (ωB97M-V/def2-TZVPD).

## Properties
LUMO energy	0.742	eV
SMILES string	Fc1ccccc1.Fc1ccccc1.Fc1ccccc1.Fc1ccccc1
HOMO-LUMO gap	0.3672	Ha

Positions of all 48 atoms, in Å:
F1 4.460 -4.451 -5.306
F2 1.879 -0.465 -2.093
F3 -4.791 2.836 5.572
F4 -0.771 3.378 0.696
C1 -0.502 -0.838 0.591
C2 1.356 -2.399 -0.825
C3 -3.842 0.951 6.648
C4 5.693 -2.445 -5.609
C5 5.015 -1.752 -2.959
C6 0.243 -0.273 -0.443
C7 0.560 -2.977 0.133
C8 -2.776 2.326 0.126
C9 4.500 -2.902 -3.563
C10 -3.703 2.720 -2.065
C11 -0.404 -2.208 0.789
C12 -3.194 1.511 4.441
C13 -2.940 -0.104 6.667
C14 5.889 -0.974 -3.721
C15 -2.724 3.685 -2.328
C16 -1.805 4.010 -1.354
C17 4.881 -3.265 -4.841
C18 6.237 -1.326 -5.008
C19 -2.062 -0.306 5.594
C20 -2.206 0.539 4.500
C21 -1.796 3.262 -0.177
C22 -3.758 2.093 -0.849
C23 -3.949 1.798 5.552
C24 1.148 -1.071 -1.130
H1 -1.117 4.839 -1.457
H2 0.698 -4.039 0.286
H3 -1.273 -1.042 5.605
H4 -2.741 4.226 -3.264
H5 2.023 -2.946 -1.483
H6 5.949 -2.797 -6.601
H7 -2.627 1.803 1.060
H8 -3.434 2.049 3.529
H9 -4.533 1.109 7.470
H10 -1.011 -2.665 1.562
H11 -2.897 -0.735 7.544
H12 6.892 -0.685 -5.585
H13 6.303 -0.104 -3.225
H14 -4.541 1.374 -0.640
H15 3.965 -3.666 -3.006
H16 -4.408 2.456 -2.842
H17 4.794 -1.464 -1.944
H18 -1.236 -0.263 1.136
H19 0.136 0.742 -0.804
H20 -1.576 0.455 3.621

Atom charges from the Löwdin analysis, given in e for atoms 1 to 8:
1. F 0.0623
2. F 0.0498
3. F 0.0755
4. F 0.0488
5. C -0.0737
6. C -0.0262
7. C -0.0225
8. C -0.0177

Entry from OMol25: a molecular structure, C22H33CsN6O2S7 at a distorted geometry (ωB97M-V/def2-TZVPD).

## Properties
LUMO energy	3.698	eV
total charge	-2
HOMO-LUMO gap	0.1865	Ha

Positions of all 71 atoms, in Å:
Cs1 1.283 1.950 -1.611
S1 1.645 3.927 -4.761
S2 0.052 4.551 -3.596
S3 -4.318 1.212 -3.997
S4 3.133 0.856 -4.109
S5 1.078 -2.626 -0.769
S6 1.502 1.772 -5.073
S7 2.285 -0.243 3.903
O1 1.483 -1.307 4.484
O2 2.855 0.640 4.892
N1 1.658 0.457 2.677
N2 -1.757 -1.338 0.330
N3 -0.823 -0.520 -2.419
N4 -4.636 2.951 -2.020
N5 -2.525 2.767 -2.748
N6 -0.146 1.246 1.458
C1 -2.074 -1.221 -2.174
C2 0.761 -2.497 -2.554
C3 -3.820 3.698 -1.068
C4 0.311 0.805 2.640
C5 -0.459 -3.432 -0.198
C6 -1.383 1.672 1.392
C7 -2.655 -1.042 -0.777
C8 -3.816 2.346 -2.908
C9 4.426 -1.886 4.224
C10 -1.833 1.323 3.708
C11 6.039 -2.361 2.413
C12 3.769 -1.048 3.301
C13 5.529 -2.550 3.709
C14 4.343 -0.721 2.078
C15 -2.269 1.812 2.480
C16 -6.012 2.591 -1.728
C17 -2.586 3.927 -1.853
C18 5.471 -1.377 1.627
C19 -0.510 0.884 3.797
C20 -1.268 -2.593 0.795
C21 0.230 -1.192 -3.162
C22 7.307 -3.057 1.935
H1 -3.665 3.039 -0.218
H2 1.640 -2.843 -3.107
H3 -1.694 4.059 -1.256
H4 -6.600 3.463 -1.736
H5 0.017 -3.253 -2.706
H6 8.186 -2.447 1.720
H7 -1.059 -0.606 0.440
H8 -6.108 2.022 -0.777
H9 1.078 -0.462 -3.313
H10 -2.102 -3.208 1.127
H11 -1.879 2.854 -3.545
H12 -0.139 -4.348 0.403
H13 7.662 -3.793 2.607
H14 6.135 -3.160 4.396
H15 4.019 -2.032 5.195
H16 -1.838 -2.310 -2.360
H17 -0.094 -1.476 -4.181
H18 -4.272 4.594 -0.641
H19 -2.784 -1.001 -2.964
H20 -1.011 -3.720 -1.076
H21 -2.978 0.008 -0.612
H22 7.057 -3.513 0.955
H23 -1.685 2.050 0.453
H24 5.937 -1.199 0.645
H25 -2.579 4.843 -2.487
H26 3.767 -0.020 1.472
H27 -2.415 1.329 4.618
H28 -3.583 -1.649 -0.689
H29 -0.626 -2.360 1.612
H30 -6.406 1.823 -2.479
H31 -3.273 2.167 2.414
H32 -0.097 0.413 4.669
H33 -0.877 0.361 -2.897

Atom charges from the Löwdin analysis, given in e for atoms 1 to 8:
1. Cs 0.6484
2. S -0.2714
3. S -0.3031
4. S 0.5929
5. S -0.3673
6. S 0.8561
7. S -0.3009
8. S 0.5159

| no. | E (Eh) |
| --- | --- |
| 1 | -8615.08384 |
| 2 | -5818.85432 |
| 3 | -1987.32582 |
| 4 | -507.83256 |
| 5 | -1325.97097 |
| 6 | -4144.67835 |